1.
16
Properties=species:S:1:pos:R:3:forces:R:3 method="wB97M-V/def2-TZVPD" gap_ha=0.3310 de_lowest_ev=0.000 smiles=CSC.CSS e_tot_ha=-1314.848109 total_charge=0 homo_energy_ev=-8.5
C -0.04458 1.18446 -1.55300 -0.069 -0.117 -0.030
S 1.63393 0.77997 -1.03530 -0.004 0.101 0.147
C 1.62875 1.64912 0.55992 -0.191 -0.129 -0.472
H -0.13626 2.21567 -1.88593 0.061 0.084 0.018
H -0.74332 1.00887 -0.73484 -0.033 -0.035 0.012
H -0.31233 0.52825 -2.38180 0.041 0.032 0.020
H 2.64330 1.60442 0.95150 -0.113 0.015 0.113
H 1.32806 2.68329 0.40050 0.134 0.069 0.069
H 0.91616 1.16490 1.22722 0.170 -0.012 0.123
C -0.44988 -2.24433 -0.02970 -0.081 -0.064 -0.235
S -0.28738 -1.65300 1.66422 -0.159 0.176 0.032
S -1.94443 -0.43090 1.83169 0.267 -0.242 -0.033
H 0.47099 -2.77480 -0.28333 -0.056 0.078 0.072
H -0.57484 -1.40354 -0.70481 0.121 0.046 -0.029
H -1.30051 -2.91477 -0.14666 0.043 -0.048 0.141
H -2.82766 -1.39760 2.12032 -0.131 0.047 0.050



2.
14
Properties=species:S:1:pos:R:3:forces:R:3 method="wB97M-V/def2-TZVPD" gap_ha=0.3812 de_lowest_ev=2.369 smiles="O=C1CN[C@H]1CO" e_tot_ha=-361.793791 total_charge=0 homo_energy_ev=-9.6
O -1.95651 -1.10980 0.09970 0.366 0.458 -0.200
C -1.20417 -0.23551 -0.23137 -0.328 -0.366 0.120
C -1.19058 1.28495 -0.16351 -0.243 0.095 0.064
N 0.17196 1.26344 -0.75346 0.234 0.123 0.102
C 0.23167 -0.21694 -0.77070 0.088 -0.211 -0.177
C 1.17092 -0.92002 0.18295 -0.014 -0.616 -0.678
O 1.05001 -0.39983 1.49420 -0.221 -0.736 0.131
H -1.25490 1.65766 0.86651 0.014 -0.072 -0.133
H -1.93942 1.79300 -0.78211 0.115 -0.082 0.078
H 0.85448 1.65772 -0.11443 -0.039 -0.035 -0.091
H 0.36559 -0.64823 -1.76963 -0.130 0.124 0.001
H 0.81530 -1.97054 0.23456 0.357 0.296 -0.542
H 2.21869 -0.94128 -0.12751 -0.076 0.259 -0.173
H 0.66695 -1.21462 1.83482 -0.122 0.763 1.497



3.
21
Properties=species:S:1:pos:R:3:forces:R:3 method="wB97M-V/def2-TZVPD" gap_ha=0.1463 de_lowest_ev=1.519 e_tot_ha=-2470.417727 total_charge=+2 homo_energy_ev=-15.6
O 4.27778 -0.50312 -0.59753 0.545 -0.539 -0.118
C 3.18200 -0.17398 -0.12341 -3.550 -3.230 -2.278
O 3.03194 0.93108 0.47745 -1.872 1.414 1.535
O 2.12372 -1.00868 -0.32421 2.786 -0.366 -0.354
C 0.98950 -0.72493 0.31217 -1.050 1.086 2.679
C 0.24701 -1.88816 0.72267 0.041 0.912 -1.366
Zn 4.81623 1.13106 0.19928 3.743 1.636 -0.059
H -0.26715 -1.75514 1.68480 0.120 -0.016 -0.420
H 0.81455 -2.82268 0.62835 -0.604 -0.003 -0.154
Li 1.26142 1.33151 1.19415 -0.657 -0.160 -0.117
C -0.90061 -1.60183 -0.44889 -0.337 -0.988 -0.287
C -1.80247 -0.41289 -0.17697 -0.379 0.729 0.481
O -2.92958 -0.51299 -1.04844 1.082 -1.265 0.116
C -3.75616 0.51855 -1.08701 -0.515 1.764 -0.306
O -3.71067 1.49112 -0.37295 0.243 -0.577 0.062
O -4.58058 0.35657 -2.11403 0.063 -0.475 0.064
H -1.49834 -2.52302 -0.42167 0.128 0.104 0.197
H -0.53798 -1.58617 -1.48615 0.379 0.140 0.383
H -1.29991 0.54637 -0.35693 -0.128 -0.182 -0.077
H -2.14045 -0.39618 0.86807 -0.001 -0.082 -0.155
H -5.17107 1.11776 -2.17923 -0.035 0.098 0.174